43
Properties=species:S:1:pos:R:3 method="wB97M-V/def2-TZVPD" lumo_ev=-4.48 e_homo_ev=-12.75 e_above_lowest_kcal_mol=0.00 charge=+1
Sn 1.31768 0.47898 1.55375
C 4.83720 -1.35472 -2.35490
Si 3.25636 -1.86841 -3.18690
C 3.06759 -3.71824 -3.25689
C 3.11224 -1.08396 -4.86813
C 1.70849 -1.26877 -2.21272
C 0.46655 -1.40130 -2.84498
C -0.73238 -1.02279 -2.25097
C -0.68782 -0.49564 -0.98037
N 0.48086 -0.36813 -0.35056
C 1.64014 -0.73417 -0.92978
S 3.01113 -0.40238 0.14396
H 5.67546 -1.64549 -2.99315
H 4.98770 -1.84486 -1.39194
H 4.89948 -0.27459 -2.21035
H 3.87048 -4.17624 -3.83839
H 2.12185 -3.99927 -3.72527
H 3.09090 -4.15611 -2.25695
H 3.92681 -1.42572 -5.51069
H 3.17345 0.00417 -4.80805
H 2.17909 -1.34366 -5.37074
H 0.43449 -1.81786 -3.84528
H -1.67676 -1.13571 -2.76247
H -1.56964 -0.17206 -0.44337
O 0.41450 2.55493 4.25268
S 1.83204 2.47939 3.98852
N 2.33254 1.58638 2.89560
O -0.41624 0.00022 2.59139
C -1.00129 1.08187 2.18420
O -0.34558 1.80281 1.35786
C -2.33691 1.44214 2.65426
C -3.02603 0.57557 3.50029
C -4.28700 0.92334 3.94842
C -4.81611 2.13257 3.53762
C -4.14702 3.01230 2.70692
C -2.88837 2.65891 2.25805
N -6.17419 2.50584 4.01175
O -6.74523 1.71199 4.72458
O -6.61694 3.56586 3.63108
H -2.57366 -0.35792 3.80377
H -4.85657 0.28392 4.60582
H -4.61093 3.94714 2.43077
H -2.32837 3.31965 1.61157